The following is a quantum chemistry calculation of 4 unconnected molecules or ions with the total composition C27H30F4IN5O4PS, from the Open Molecules 2025 dataset.

Its HOMO energy is -11.0 eV. As for the lowest unoccupied orbital energy: -3.5 eV.

ORCA input file:
```
! RIJCOSX wB97M-V def2-TZVPD def2/J DEFGRID3
* xyz 1 1
F 0.4055 -4.0331 -0.9823
H 0.5471 1.8892 -6.0182
C 2.0784 -1.8929 0.1943
H 4.0887 -0.8784 3.5292
H -3.9080 -2.0485 2.8309
C 0.7862 -5.4651 -7.0359
C -1.7396 7.8913 4.1596
O -1.5122 -4.1931 0.4537
C 0.1246 2.2964 5.3429
C 0.4348 1.0534 4.4648
C -2.0679 6.6434 4.6700
H -0.5109 0.4959 4.3544
C -0.2838 -5.4894 -4.8806
C 0.9010 0.8547 -2.8144
N -3.2128 -2.4366 2.2053
C -2.8270 -1.4437 1.1893
H 1.2177 -6.8943 -5.4948
H -3.3042 -0.4848 1.4400
C -0.4510 -0.6991 -4.0619
C 0.0295 -4.3611 -7.4043
C 0.8468 1.5838 3.0635
N 0.8797 -1.3436 0.8068
H 3.5645 1.3408 4.1059
H -3.6289 -3.2402 1.7468
H -1.0306 -1.6121 -4.1029
N -0.3329 -1.9342 0.5317
O 3.7872 1.5626 3.1807
O 3.5680 -0.9767 2.7164
F 1.7457 2.7588 -3.8981
H -0.8020 8.9692 2.5595
C -1.0528 7.9942 2.9563
N -0.7901 -0.2337 1.8677
H -3.2307 -1.7194 0.2017
P 3.2133 0.5169 2.0654
H 0.1326 -3.9108 -8.3830
H -0.6296 2.0991 6.1106
H 1.8349 -2.1320 -0.8572
F -2.0058 4.2944 4.4676
H 2.9259 -1.2008 0.1361
C -0.8706 -3.8349 -6.4988
C -1.0369 -4.3808 -5.2415
C -0.3089 0.0859 -5.1989
C 1.0265 1.6264 -3.9534
H -2.0207 8.7844 4.7015
H 0.0075 2.0816 2.5547
H -2.6089 6.5426 5.6019
C -1.6935 5.5150 3.9689
C 0.6287 -6.0310 -5.7764
H 1.5846 2.3833 3.2431
H -0.1575 6.9276 1.3239
H 1.3860 1.1691 -1.8978
O -1.6414 -2.8224 -1.4771
N 1.4412 0.5181 2.2075
C 0.1514 -0.3130 -2.8750
H 2.8092 -4.9206 2.2514
H -0.7250 4.6912 2.2502
H 1.4994 -5.8847 -7.7330
H 1.2229 0.4284 4.9030
C 2.5662 -4.1653 1.5207
C -1.0063 5.5969 2.7737
H -0.2423 3.1136 4.6933
C 0.5782 -0.3200 1.6523
H 0.0360 -0.9266 -1.9910
F -1.6050 -2.7597 -6.8479
H -0.4107 -5.9313 -3.9004
C -0.6887 6.8483 2.2634
C -1.3234 -1.2369 1.1753
H -1.7493 -3.9404 -4.5548
H -0.7752 -0.2174 -6.1269
S -0.8238 -3.2720 -0.3928
C 2.5424 -3.1594 0.8543
C 0.4305 1.2599 -5.1457
I 1.9862 2.9234 6.2551
*
```

The following is a quantum chemistry calculation of a molecular structure, C27H30FN6O4PtS2Se, from the Open Molecules 2025 dataset.

Its HOMO energy (spin up / spin down) is -10.2 / -10.6 eV. As for the lowest unoccupied orbital energy (spin up / spin down): -1.9 / -5.2 eV. As for the energy above the lowest of the compared OMol25 structures with the same formula, charge and spin: 96.5 kJ/mol.

ORCA input file:
```
! RIJCOSX wB97M-V def2-TZVPD def2/J DEFGRID3
* xyz 1 5
H 1.7614 -3.9842 2.4463
H -4.0996 0.0578 0.2921
H 1.1677 -2.5750 -3.1984
H -0.7810 0.5493 -2.5231
C -3.0669 -2.9543 -0.1872
H 3.6670 -0.4411 -1.1694
H 4.3639 0.4533 3.0967
C -3.8668 1.1137 0.3039
H -3.0799 4.7064 0.5546
C 2.9054 2.4327 -2.8149
C -2.9099 -1.4066 -2.4932
C 1.1148 -3.5541 3.2095
H -0.4007 -2.7501 -4.0083
H 1.1607 -2.6856 5.8311
H -5.0439 -1.4950 -2.5007
C -4.2215 -2.5804 -0.8492
C -4.1382 1.8971 -0.7578
N -3.3205 3.7225 0.4717
C -1.3880 0.0884 1.5539
Se 2.9851 -1.4784 1.3825
H 2.8750 1.4016 3.2764
C 2.3247 -0.8907 5.2736
H 1.6286 -0.6008 -4.0340
N -3.3059 1.6080 1.4431
C -1.8289 -2.5316 -0.6628
H 2.8851 -1.6260 -2.2288
C 3.2928 3.7291 -2.5196
S 1.6199 1.1406 0.7848
C -0.3003 -0.2470 -3.1004
O -3.7795 4.0563 -1.7250
C 2.4377 -1.4561 3.1498
C -1.7437 -1.7720 -1.8429
H 3.4073 5.2478 -1.0126
H -3.2772 -0.1378 2.5936
C 3.1211 4.2325 -1.2400
C -2.6189 0.6844 2.3044
H 3.8386 -0.2940 -2.9277
C 3.5310 0.6781 3.7627
C 0.0951 -2.6520 -3.0371
C -3.0010 2.9614 1.5689
H 2.4990 -0.3038 6.1526
N 1.9412 0.2609 -2.1303
H 3.0607 2.0492 -3.8118
C 2.6033 3.4208 -0.2536
H 0.9204 -4.2935 3.9826
Pt 0.6224 -0.8234 -0.2934
H -2.8762 -0.8246 -3.4002
N -0.4208 -1.4794 -2.3255
O -0.5275 -0.5079 2.1998
H -0.0982 -3.5522 -2.4553
C 2.3362 1.6204 -1.8436
C 2.2175 2.1096 -0.5398
C -4.1430 -1.7989 -1.9921
H -0.7967 -0.3337 -4.0746
S -0.3655 -2.9393 0.2021
C 1.6615 -2.0673 5.1134
C 3.1492 -0.5749 -2.1236
H -3.1140 -3.5576 0.7068
O -2.4994 3.4257 2.5623
H 1.1274 1.0892 -3.9098
H 3.9075 1.1046 4.6888
N 1.7431 -2.4080 3.7985
O -1.3831 0.2705 0.3135
H 3.7296 4.3381 -3.2941
N 2.8062 -0.5261 4.0530
H 0.1728 -3.2535 2.7475
C -3.7626 3.3057 -0.7841
F -4.7121 1.3644 -1.8520
H -2.2657 1.2132 3.1912
H 2.4756 3.7898 0.7506
H -5.1798 -2.9019 -0.4709
C 1.1603 0.1354 -3.3747
*
```

The following is a quantum chemistry calculation of a molecular structure, C27H30IN6O10P2Zr, from the Open Molecules 2025 dataset.

Its HOMO energy is -3.9 eV. As for the lowest unoccupied orbital energy: 2.2 eV.

ORCA input file:
```
! RIJCOSX wB97M-V def2-TZVPD def2/J DEFGRID3
* xyz -1 1
H 0.2233 0.9246 -6.8362
H 4.1627 -0.4570 -0.4771
O -3.5335 -2.7848 1.6256
C 1.3073 -0.9672 -4.2255
H 4.1693 3.9495 3.2590
O 0.7863 -2.2399 -0.1140
H -1.4587 1.5673 -5.1171
H -1.3649 0.5900 -2.8621
P -2.8109 1.3133 0.6810
H 5.2228 -0.9344 -2.3384
H -1.5505 2.3126 2.2495
C 5.1348 -2.0193 -2.2096
O -0.5620 3.5931 2.4100
I 0.9236 -0.0838 3.1718
O -2.2616 1.6014 2.1174
C 1.1002 -3.4732 -2.1536
H -5.0883 0.8026 2.4819
O -3.7915 2.2952 0.1303
H -3.8201 -0.2155 3.1545
C -3.8518 -0.2002 1.0202
C 1.1626 3.7797 -1.2066
C 3.8082 3.1173 2.6687
H 1.9859 -0.7141 -6.2334
H 2.0914 -1.6738 -3.9967
C 4.2786 2.8999 1.3824
H 4.1407 1.7207 -0.4009
O 0.8573 1.4369 -1.2574
P -2.8372 -1.6905 0.6604
C -0.2636 -4.0797 -2.0420
C 2.8542 2.2521 3.1953
C 3.2992 -3.5200 -2.8646
C -0.6302 0.3108 -3.6087
C 3.1085 -0.7326 -0.4982
O -3.0917 -1.9848 -0.7768
H -0.6950 6.4725 1.3276
H -4.9063 0.8859 -0.3687
H 0.2548 5.7664 2.6392
H 2.4599 2.4116 4.1901
H -0.3269 -4.9516 -2.6898
N 0.3442 -1.1227 -1.9708
C 0.7721 2.5179 -0.6240
H -2.9935 -3.5816 1.6910
C 2.8530 0.9482 1.1293
N -4.8464 -0.1229 -0.1195
H 4.0062 -4.0712 -3.4736
C 0.0678 3.5887 1.3330
C 0.2632 0.5000 -5.8408
C 1.2787 -2.1422 -1.4334
H 5.0078 3.5761 0.9519
O -1.4390 -1.4522 1.1816
H -0.4435 -4.3697 -1.0047
H -5.2581 -0.9788 2.4712
C -0.6763 0.8562 -4.8760
C 2.7296 -1.7032 -1.3786
C 0.2651 6.0205 1.5842
C 1.0228 4.8721 -0.4410
N 2.0119 -4.0732 -2.8180
H 5.6398 -2.4979 -3.0490
C 1.2458 -0.4155 -5.4991
O 5.8479 -2.4230 -1.0331
C 3.6914 -2.4273 -2.1853
H 1.5594 3.8179 -2.2084
H 5.2149 -2.4346 -0.3075
H -1.0329 -3.3494 -2.2987
C 0.3705 -0.6090 -3.2486
N 2.3116 -0.0949 0.4050
H -5.7492 -0.5182 0.1299
O -1.7338 0.8280 -0.2788
N 0.4990 4.8090 0.8184
C 2.4024 1.1900 2.4405
N 0.3124 2.4721 0.6376
H 1.0668 6.7303 1.3837
C 3.8086 1.8393 0.6229
H 1.3021 5.8633 -0.7745
Zr 0.0850 -0.3431 -0.0642
H -4.4118 -0.6919 -0.8787
C -4.5601 -0.1456 2.3606
*
```

The following is a quantum chemistry calculation of a single C27H30N4O5 molecule, from the Open Molecules 2025 dataset.

Its HOMO energy is -7.8 eV. As for the lowest unoccupied orbital energy: 0.6 eV. As for the energy above the lowest of the compared OMol25 structures with the same formula, charge and spin: 78.4 kJ/mol.

ORCA input file:
```
! RIJCOSX wB97M-V def2-TZVPD def2/J DEFGRID3
* xyz 0 1
H -5.3726 0.0222 -1.3210
H 0.2731 -3.2072 -1.9078
H -2.1173 3.7526 -1.3757
H 1.6431 -1.7280 -0.6468
H 2.0167 0.7028 -3.7017
H 3.1799 -1.3718 2.0736
C 1.6600 0.5619 4.4266
H -0.7427 3.6162 0.5123
H 0.5006 1.0513 -1.9163
C 1.0783 -0.9304 2.1689
C -3.5302 0.1289 -2.4156
C 1.1262 1.2954 -1.0755
C 0.3454 0.4969 4.0190
H 1.1595 3.0654 1.7856
C 1.0351 -2.3938 -0.0312
H -2.0404 -0.1630 2.5349
H -5.2120 -1.2146 -2.5882
H -1.4300 2.0024 0.4155
C -2.7175 -3.0509 0.9323
N -1.1379 -0.5368 2.2910
H 5.0552 0.5369 1.9935
H 5.6165 1.9306 1.0289
C -0.8972 -1.3392 1.2085
C 0.6499 2.1270 -0.0653
C -3.2365 1.5968 -2.0413
N -2.7604 -0.7308 -1.5251
H -3.3438 -3.5360 0.1867
O 2.9247 -0.0564 -1.9957
O -4.0860 2.4028 -1.7507
H 1.9176 1.1396 5.3020
C 3.2570 1.0801 0.0388
H 3.4137 2.1737 1.8738
C -5.0176 -0.1765 -2.3287
C -0.7446 2.6992 -0.0792
H 6.3288 0.3193 0.7659
H 2.8408 -0.8698 -3.8170
C 2.6707 -0.1128 3.7361
H 1.2505 -0.7637 -3.0308
C -1.6682 -1.5043 -1.9688
H -0.4366 1.0110 4.5574
C 5.4122 0.8548 1.0090
C -1.9418 -1.8916 0.2946
C 2.3985 -0.8538 2.6088
C -0.0640 -3.0587 -0.8807
H -1.2984 1.1092 -2.3715
C 0.4372 -1.6023 1.0861
H -3.3507 -2.6611 1.7251
H -3.1461 -0.0692 -3.4241
C -1.3153 3.0173 -1.4700
N -1.2718 -2.2684 -0.9340
O -3.6666 -0.1810 0.5244
H -2.0293 -3.7790 1.3542
H -0.3272 -4.0313 -0.4533
O 4.4989 0.5213 -0.0057
C 2.7855 1.9118 1.0386
H 1.7019 -3.1653 0.3593
H 3.6842 -0.0479 4.1066
O -1.2033 -1.4462 -3.0834
H -5.5531 0.4739 -3.0137
H -0.5341 3.4174 -2.1212
C 0.0583 -0.2621 2.8925
N -1.9128 1.8565 -2.0878
C 2.4054 0.7713 -1.0419
C 2.2032 -0.2476 -3.1912
C -2.9209 -0.8179 -0.1760
C 1.4980 2.4234 0.9865
*
```

The following is a quantum chemistry calculation of a single C27H30N4O7 molecule, from the Open Molecules 2025 dataset.

Its HOMO energy is -8.6 eV. As for the lowest unoccupied orbital energy: 0.0 eV. As for the energy above the lowest of the compared OMol25 structures with the same formula, charge and spin: 7.8 kJ/mol.

ORCA input file:
```
! RIJCOSX wB97M-V def2-TZVPD def2/J DEFGRID3
* xyz 0 1
H 0.8599 3.8464 0.4846
C -1.0193 2.5878 -1.7398
H -3.4278 -2.7242 -2.6808
H -0.9380 1.0068 3.3917
C -1.6930 -1.6877 -3.4857
C 3.5318 -2.2165 -0.3748
C 2.8954 -1.6945 0.7450
C -3.7777 -0.4576 1.8488
C 3.6478 -1.0267 1.7036
H -4.0828 -1.0856 -1.4586
H 1.2297 -2.4219 1.8592
C -2.3107 -0.3505 -3.1466
C 4.8985 -2.0645 -0.5378
C -2.3428 -2.7939 -2.6312
H 2.9583 -2.7642 -1.1107
O 0.3578 -1.0768 3.3180
H -3.8652 1.4238 2.8181
C -0.7550 1.7836 1.4954
H -0.6204 -1.6617 -3.2943
C -2.1619 -2.0940 1.1438
N 0.7255 -0.5817 1.1246
N -0.0983 2.4829 -0.7553
H 6.7047 -1.2676 0.2875
H -1.8828 -1.8912 -4.5400
H -2.0301 -3.7592 -3.0346
H 5.3845 -2.4764 -1.4096
C -2.7523 -1.3512 2.1429
H -5.0647 0.2643 0.2996
C -4.2463 -0.3993 0.5389
H 3.9123 1.6068 1.1927
H -1.3548 -2.7724 1.3746
C -2.1160 1.5251 -1.7259
H -2.9239 1.8552 -2.3872
N -0.5205 0.8267 2.4857
H 1.9166 -0.6660 -1.1226
H -2.4018 -1.4545 3.1593
O -1.4452 2.7549 1.7418
H -5.4105 0.5837 2.7617
C -2.5913 -1.9926 -0.1831
H 2.1901 2.9546 -2.1367
C 1.4108 -1.8583 0.9384
H 2.8668 4.1539 -1.0084
H 0.9509 -2.3910 0.1019
C 2.2464 3.2496 -1.0855
H 5.5916 -0.3583 2.2911
C 0.6006 0.3047 0.0876
C 0.8386 3.5811 -0.5746
H 1.1318 0.6951 -1.7975
O 2.8755 2.1721 -0.4259
C -3.6810 -1.1649 -0.4613
C -1.8167 -2.7120 -1.2096
N 1.1307 -0.0363 -1.1051
H 0.4569 4.4285 -1.1486
O -0.9845 3.4608 -2.5808
O -1.6073 0.2782 -2.1971
C 5.0128 -0.8734 1.5384
O -3.3242 0.0698 -3.6359
C -4.3405 0.4443 2.8978
C -0.1017 1.4812 0.2568
C 0.1982 -0.3289 2.3800
C 5.6395 -1.3877 0.4151
H -2.4939 1.3827 -0.7088
O -0.7322 -3.2006 -0.9512
C 3.3194 2.4633 0.8775
H 3.1577 -0.6407 2.5856
H 2.4853 2.5999 1.5748
H 3.9426 3.3646 0.8885
H -4.1542 0.0523 3.8945
*
```

The following is a quantum chemistry calculation of a molecular structure, C27H30N7OPd, from the Open Molecules 2025 dataset.

Its HOMO energy (spin up / spin down) is -18.0 / -18.0 eV. As for the lowest unoccupied orbital energy (spin up / spin down): -12.6 / -12.6 eV. As for the energy above the lowest of the compared OMol25 structures with the same formula, charge and spin: 0.0 kJ/mol.

ORCA input file:
```
! RIJCOSX wB97M-V def2-TZVPD def2/J DEFGRID3
* xyz 3 1
N -1.3384 -1.4665 -0.5619
N 1.4052 -0.2998 1.1773
H 3.8978 -0.4967 -1.4497
C 3.1413 -0.1204 -2.1412
H -2.1167 2.6290 1.6231
H 1.0105 0.1604 4.4751
N -0.7446 -1.6796 5.7755
C 2.4326 -1.1569 1.1923
H 1.6023 3.4480 -1.9266
C -0.9101 -2.4749 4.9637
C 2.5109 -1.0971 3.5738
H 2.9079 -2.0766 -2.9635
N -0.7841 -2.3385 1.5570
C -1.8459 2.1172 0.6964
C 2.6645 3.2079 -1.9749
O 2.3191 0.8454 -1.4331
H -1.4648 4.0525 -0.1257
C -1.0667 2.6160 -1.6378
H -0.9940 1.3717 -5.2568
C -0.2393 1.1240 2.2216
C -1.6796 2.9341 -3.9329
H -2.1627 4.3073 -2.3490
H -4.2966 -4.0220 0.0740
C 3.0121 -1.5786 2.3739
H 2.7784 2.2669 -0.0125
H 0.0948 0.1111 -3.4126
C -1.7945 -2.2086 -1.4940
N -0.4673 1.4538 -1.9512
C 0.8956 0.1505 2.3385
H -3.0889 0.1013 0.9585
H 4.0965 1.8521 -1.1012
H -2.2441 -0.3234 2.4374
Pd 0.4910 0.4767 -0.4549
H -2.1541 3.5214 -4.7081
C -2.1222 -0.2066 1.3567
C -3.0262 -2.5114 0.9323
H 3.8462 -2.2656 2.3453
H -0.8198 1.1523 3.1479
H -0.0102 3.1300 0.1541
C 1.4294 -0.2246 3.5551
H 0.1739 2.1234 2.0752
H -2.7719 1.8556 0.1870
C -1.4399 -4.7476 3.9820
C -3.4896 -3.3173 -0.0830
C -1.0436 3.0506 -0.1998
C 3.0295 2.0702 -1.0553
N -1.1268 0.8435 1.0490
C -2.8390 -3.2104 -1.2937
H 2.9254 2.9741 -3.0071
C -1.0943 -3.3651 3.8549
H 3.6512 0.4225 -2.9372
C -0.4419 1.0323 -3.2235
C -0.9520 -2.8437 2.6454
H 1.7751 -0.9096 -3.6238
C -1.6907 3.3719 -2.6172
C 2.2810 -1.2212 -2.7106
H -3.4565 -2.5759 1.9298
H -1.4007 -2.0785 -2.4975
H 3.2224 4.0995 -1.6850
H 2.9499 -1.3985 4.5163
C -1.8489 -1.6244 0.7647
H 2.7889 -1.5079 0.2363
N -1.7581 -5.8509 4.0059
H -3.1043 -3.8539 -2.1273
H 1.5359 -1.5627 -1.9846
C -1.0405 1.7418 -4.2424
*
```

The following is a quantum chemistry calculation of a molecular structure, C27H31BN14O4V, from the Open Molecules 2025 dataset.

Its HOMO energy (spin up / spin down) is -13.8 / -13.8 eV. As for the lowest unoccupied orbital energy (spin up / spin down): -7.8 / -7.2 eV. As for the energy above the lowest of the compared OMol25 structures with the same formula, charge and spin: 83.1 kJ/mol.

ORCA input file:
```
! RIJCOSX wB97M-V def2-TZVPD def2/J DEFGRID3
* xyz 2 2
H 2.2795 3.5965 3.9607
O 1.2465 1.9366 -0.7695
C 0.1279 -2.1335 2.8128
H 4.6351 0.9867 0.5035
N -2.4382 0.9974 0.6657
C 1.7387 -4.0103 -1.7455
H 2.7906 -1.4764 0.8179
C 3.2516 -1.9321 -2.8344
H 2.8713 -5.2976 -3.0712
N 3.8916 1.6549 0.3589
C -3.4803 1.7664 0.9549
N 0.1248 -0.8901 0.9662
C -5.8208 -1.5135 0.5109
O 2.9500 2.9543 -1.8182
N -3.6521 -1.1833 0.6212
H -2.1284 -2.1429 2.8997
N 1.7235 1.9035 2.0186
H -1.0381 5.0301 1.2689
C -1.7333 3.1136 0.6609
C 0.0503 1.1246 -3.6047
H -4.4553 1.3308 1.1415
C -4.7552 -0.9960 -0.1630
O -0.2167 1.1380 2.5917
C 1.5174 -2.7378 -1.3084
C 3.7473 0.4203 -2.9247
H 0.7589 -2.5239 -0.5697
H -3.0781 -2.0198 -2.0237
H -5.4069 -3.3231 3.4257
B -2.3157 -0.5642 0.4315
C -3.0814 3.1042 0.9642
H 0.2404 3.9615 0.6711
C 2.3651 1.9767 -1.5315
C 2.7154 -4.2803 -2.7347
H 4.1996 -3.4649 -4.0291
N -1.3562 1.8111 0.4832
C -2.3031 -1.2696 -2.1094
H -6.8495 -1.5636 0.1772
N -0.7995 0.1768 -1.4091
H 3.8482 4.0445 3.3680
C 2.2728 -1.6665 -1.8420
N -1.1864 -1.1369 1.3315
C -1.6845 -0.7408 -3.2302
N 2.9895 3.5279 3.2615
C -0.7608 0.1899 -2.7677
H 1.0138 0.6936 -3.8817
N -4.0039 -1.7908 1.8069
H -6.3960 -1.8788 3.5705
N 2.0528 -0.3852 -1.4069
C -1.1879 -1.8573 2.4512
C -5.2983 -1.9994 1.7368
H 4.0797 2.1754 -0.4867
H -6.9234 -3.1720 2.5130
C 3.9950 -0.8519 -3.3532
H -0.4908 1.3284 -4.5256
H -3.7064 3.9637 1.1667
C 2.4225 -1.4458 1.8410
H -1.8837 -0.9864 -4.2628
O 0.7537 2.3470 4.0837
H 4.7547 -1.0469 -4.1011
C -6.0470 -2.6395 2.8728
N -1.7842 -0.6964 -1.0249
C -0.7912 4.2670 0.5330
H -0.8779 4.7222 -0.4540
H 1.1595 -4.8295 -1.3337
H 0.2193 2.0720 -3.0976
V 0.2671 0.8547 0.1475
H 2.7739 -0.5200 2.2931
N 0.7443 1.8204 2.9819
H -4.7011 -0.5030 -1.1281
C 2.7486 0.5953 -1.9572
N 3.8717 2.5411 1.4300
H 4.2726 1.2862 -3.3068
C 0.9340 -1.5065 1.8833
C 2.8299 2.6650 2.2681
H 4.6528 3.1566 1.5660
C 3.4509 -3.2660 -3.2685
H 2.8427 -2.2815 2.3968
H 0.4572 -2.7107 3.6651
*
```

Number 1: E_tot -3057.9579 a.u.. Number 2: E_tot -5093.1202 a.u.. Number 3: E_tot -3155.8214 a.u.. Number 4: E_tot -1642.1952 a.u.. Number 5: E_tot -1792.6845 a.u.. Number 6: E_tot -1632.1543 a.u.. Number 7: E_tot -3083.4471 a.u..